A gas-phase ion, C5H12NS (charge +1), computed with ωB97M-V/def2-TZVPD.

```
19
Properties=species:S:1:pos:R:3:forces:R:3
C 0.1003 0.4447 -0.7531 -0.025 0.423 -3.072
C -0.3198 0.8804 0.6484 -0.646 -0.336 -2.236
C -0.5896 -0.9206 -1.0680 0.214 2.249 3.000
C -0.6182 -0.4981 1.2117 -0.202 -0.390 -2.333
C 0.6675 1.6015 1.5315 -2.033 -1.396 2.058
N 0.3911 -1.9383 -1.3831 2.015 -1.072 -0.758
S -1.9360 -0.9254 2.1684 1.643 -2.186 1.750
H -0.2486 1.2079 -1.4811 -0.389 -0.294 0.369
H 1.1222 0.4693 -1.1869 0.368 -0.317 1.396
H -1.2914 1.3979 0.3682 1.019 -0.262 1.306
H -1.3338 -0.8645 -1.8313 -0.698 -0.244 -0.178
H 0.2914 -1.0860 1.4003 -0.472 0.096 0.209
H -0.0060 1.6981 2.4649 1.859 0.016 -0.677
H 0.9834 2.5782 1.2755 0.261 0.821 -0.664
H 1.5134 0.8937 1.6544 -0.283 0.771 0.399
H 0.9602 -1.7380 -2.2436 -0.063 0.461 0.780
H 0.0118 -2.8616 -1.7056 0.089 0.595 1.444
H 1.0665 -1.9509 -0.5542 -0.993 -0.828 -1.640
H -2.8268 -0.1739 1.6933 -1.663 1.893 -1.154
```
Forces are in eV/Å.

Charge: +1
Spin multiplicity: 1
HOMO-LUMO gap (alpha / beta) in eV: 8.065 / 8.059
HOMO energy (alpha / beta) in eV: -12.06 / -12.06

Here are the natural (NBO) charges for atoms 1 to 4, given in e: atom 1 (C): -0.4783, atom 2 (C): -0.2976, atom 3 (C): -0.1964, atom 4 (C): -0.2170

---

3 unconnected molecules or ions with the total composition C15H30IN2O4P, computed with ωB97M-V/def2-TZVPD.

```
53
Properties=species:S:1:pos:R:3:forces:R:3
O -1.6402 4.2754 -2.0446 0.083 -0.376 0.316
C -0.8844 3.4166 -1.6873 0.121 -0.067 -0.433
O -1.2650 2.4654 -0.7392 1.230 1.280 -0.772
P 0.0791 1.9619 0.2710 -0.847 -0.381 -0.430
I 2.1399 1.1906 1.5226 0.543 -0.223 0.434
C 0.5518 3.3525 -2.3223 0.007 -0.233 0.546
C 0.9015 2.1583 -3.0785 1.754 1.761 0.444
C 2.2405 2.0757 -3.6306 -0.957 1.755 1.288
C 3.1663 3.1953 -3.4057 -1.586 -0.346 0.436
C 2.7841 4.3808 -2.6528 -1.536 -1.567 -0.059
C 1.4304 4.4758 -2.0745 1.668 -1.899 -1.706
H 0.4377 1.0231 -0.7262 0.074 0.392 0.526
H 0.5862 3.2787 0.3907 -0.218 -0.599 -0.091
H -0.7745 1.5075 1.3125 0.345 0.234 -0.328
H 0.1466 1.3466 -3.1757 0.760 0.701 -0.015
H 2.5228 1.1540 -4.1798 0.016 0.934 0.372
H 4.1869 3.0847 -3.8293 -0.835 0.310 0.445
H 3.5177 5.1982 -2.4792 -0.660 -0.782 -0.223
H 1.1521 5.3708 -1.4711 0.020 -1.010 -0.635
C -3.7352 -0.2586 5.9119 0.200 0.182 0.223
O -2.3998 -0.6668 5.6689 -0.191 -0.209 -0.210
C -2.2039 -1.3476 4.4381 0.347 -0.084 -0.018
C -2.0679 -0.4255 3.2138 -0.305 0.160 0.179
C -3.3961 0.1556 2.7353 -0.072 0.004 -0.210
N -1.1295 0.6760 3.4675 0.108 -0.223 0.092
H -4.4622 -0.9720 5.5134 0.027 0.031 -0.081
H -3.9104 0.7357 5.4964 -0.208 -0.045 -0.072
H -3.8728 -0.1916 6.9920 0.069 -0.063 -0.023
H -1.2617 -1.8922 4.5539 -0.012 0.082 0.065
H -2.9832 -2.1047 4.2868 -0.115 0.103 -0.036
H -1.6687 -1.0322 2.3931 0.080 -0.043 0.119
H -3.7481 0.9719 3.3673 0.060 -0.057 0.044
H -3.2898 0.5606 1.7258 0.018 -0.004 0.064
H -4.1724 -0.6124 2.7035 0.020 0.030 0.007
H -0.2161 0.2823 3.6851 0.036 0.084 -0.162
H -1.4135 1.1218 4.3388 -0.039 0.077 -0.149
C 2.9323 -4.2538 -2.6509 0.199 -0.030 0.285
O 3.0463 -2.9454 -2.1178 -0.185 0.062 -0.326
C 2.0830 -2.0234 -2.6027 0.065 0.319 0.128
C 0.7112 -2.1075 -1.9082 0.134 -0.445 0.078
C -0.1312 -3.2967 -2.3609 -0.249 0.021 -0.133
N 0.8455 -2.1471 -0.4478 0.113 0.213 -0.143
H 2.5997 -4.2458 -3.6929 -0.081 0.025 0.033
H 2.2563 -4.8554 -2.0401 -0.095 -0.103 -0.172
H 3.9175 -4.7198 -2.6058 0.006 0.098 -0.004
H 2.5014 -1.0319 -2.3991 0.046 -0.071 0.087
H 1.9875 -2.1025 -3.6937 -0.075 -0.145 -0.013
H 0.1559 -1.2003 -2.1758 0.111 0.045 0.007
H 0.2004 -4.2367 -1.9184 0.078 0.077 0.006
H -1.1724 -3.1565 -2.0626 0.087 0.012 0.037
H -0.1095 -3.4032 -3.4484 0.014 -0.018 0.030
H 1.3180 -1.2994 -0.1424 -0.037 0.025 0.135
H 1.5097 -2.8866 -0.2242 -0.135 0.005 0.021
```
Forces are in eV/Å.

SMILES string: O=C(O[PH3]I)c1ccccc1.COC[C@@H](C)N.COC[C@@H](C)N
Spin multiplicity: 1
HOMO-LUMO gap in eV: 9.360
HOMO energy in eV: -9.17

Here are the natural (NBO) charges for atoms 1 to 4, given in e: atom 1 (O): -0.5306, atom 2 (C): 0.7717, atom 3 (O): -0.8032, atom 4 (P): 0.8277

---

A molecular structure, C15H13N5O4PdS, computed with ωB97M-V/def2-TZVPD.

```
39
Properties=species:S:1:pos:R:3:forces:R:3
Pd 0.0088 0.3119 -0.2291 0.281 0.169 0.006
C 1.4100 -1.1240 3.8408 -0.007 0.009 -0.028
C 0.9404 -0.9009 2.4429 -0.017 -0.119 -0.024
N 0.7147 0.2281 1.8875 0.098 0.110 0.106
N 0.9205 1.4092 2.5525 -0.106 -0.083 -0.126
C 0.3140 2.5192 2.0953 0.038 0.035 0.024
N 0.5488 3.6605 2.7156 -0.023 -0.028 -0.011
S -0.7894 2.4739 0.7876 -0.086 -0.042 0.066
C 0.6932 -2.0656 1.5474 0.071 0.229 0.058
C 0.8996 -3.3674 1.9498 -0.001 -0.101 -0.043
C 0.6678 -4.3980 1.0418 0.015 0.018 0.051
C 0.2424 -4.0885 -0.2337 -0.009 -0.030 -0.052
C 0.0525 -2.7554 -0.5672 -0.009 0.064 0.060
N 0.2718 -1.7735 0.3022 -0.075 -0.147 -0.112
H 1.3791 -0.2300 4.4574 -0.008 0.012 -0.007
H 2.4313 -1.5104 3.8356 0.004 0.001 0.005
H 0.7746 -1.8660 4.3243 0.009 -0.007 -0.002
H 1.5413 1.4343 3.3498 0.052 0.020 -0.025
H 1.1440 3.7304 3.5278 -0.008 0.009 0.010
H 0.1207 4.5103 2.3808 0.008 0.005 -0.007
H 1.2419 -3.5905 2.9495 0.000 0.004 0.000
H 0.8245 -5.4267 1.3366 0.001 0.001 0.000
H 0.0582 -4.8564 -0.9713 0.000 0.000 0.003
H -0.2771 -2.4665 -1.5568 -0.017 -0.004 -0.001
O -3.8040 -0.6880 -2.0652 0.100 -0.015 0.393
C -2.7098 -0.1951 -1.5614 -0.400 0.003 -0.725
O -2.2700 -0.4063 -0.4501 -0.248 -0.178 0.138
C -1.9971 0.6685 -2.5765 0.296 0.079 0.254
C -2.5155 1.2421 -3.7186 0.114 -0.007 -0.039
C -1.6692 2.0729 -4.4592 -0.112 -0.047 0.017
C -0.3778 2.3147 -4.0241 0.129 0.029 0.005
C 0.0512 1.7069 -2.8511 -0.240 -0.226 -0.230
N -0.7422 0.8876 -2.1783 -0.104 0.115 -0.046
C 1.3932 1.9420 -2.2205 0.400 0.287 0.604
O 2.2283 2.6368 -2.7176 -0.081 -0.130 -0.225
O 1.5488 1.3879 -1.0074 -0.031 -0.047 -0.077
H -3.5372 1.0619 -4.0218 -0.013 0.007 -0.004
H -2.0357 2.5414 -5.3626 0.003 -0.002 0.000
H 0.3031 2.9687 -4.5525 -0.024 0.005 -0.016
```
Forces are in eV/Å.

Charge: +2
Spin multiplicity: 5
HOMO-LUMO gap (alpha / beta) in eV: 8.632 / 6.229
HOMO energy (alpha / beta) in eV: -15.63 / -15.90

Here are the natural (NBO) charges for atoms 1 to 4, given in e: atom 1 (Pd): 1.2964, atom 2 (C): -0.6991, atom 3 (C): 0.3239, atom 4 (N): -0.2843

---

Q: spin multiplicity of number 1 (C5H12NS)?
A: 1